No. 1
Here is C22H35NO2P2S2Ti as an isolated structure from the Open Molecules 2025 dataset. Energies are from ωB97M-V/def2-TZVPD.

## Properties
Multiplicity: 1
HOMO (spin up / spin down) in Ha: -0.4594 / -0.4595
Energy relative to the best compared isomer or geometry (same formula, charge and spin) in eV: 3.9155
E_tot in eV: -92308.107
Net charge: +2

Geometry (Å):
P1 -0.19788 -1.69314 -3.22716
P2 -0.14158 1.49268 -3.35567
C1 -0.52297 -0.81190 -4.87408
C2 0.15875 0.56158 -4.93469
H1 -1.61824 -0.71242 -4.99715
H2 -0.11115 -1.46958 -5.65769
H3 1.25452 0.49338 -5.06150
H4 -0.25749 1.18326 -5.74364
C3 -1.71812 2.36878 -3.70589
H5 -1.92405 3.06847 -2.88120
H6 -2.54719 1.65433 -3.80565
H7 -1.59868 2.93081 -4.64519
C4 0.99973 2.90207 -3.64713
H8 0.64972 3.47322 -4.52118
H9 2.01199 2.51439 -3.84106
H10 1.01011 3.55282 -2.75815
C5 -1.32899 -3.10282 -3.39976
H11 -1.21906 -3.70083 -2.48502
H12 -1.05716 -3.68841 -4.28837
H13 -2.36381 -2.73899 -3.48598
C6 1.43122 -2.41235 -3.67197
H14 2.16719 -1.61890 -3.87971
H15 1.29027 -3.03852 -4.56595
H16 1.77544 -3.02753 -2.82815
Ti1 -0.48427 -2.02818 1.61547
C7 1.50032 2.43555 0.54755
C8 0.17186 2.54512 0.69109
C9 -0.85803 2.05463 -0.29097
C10 -1.45617 0.61541 -0.14544
C11 -0.62398 -0.54273 -0.57091
C12 0.76003 -0.68862 -0.61897
C13 1.70262 0.37504 -0.96287
C14 2.33172 1.20205 0.17089
C15 0.82260 -3.40620 2.15677
H17 2.12945 3.28834 0.74216
H18 -0.21559 2.86522 1.67049
H19 -0.43187 2.11521 -1.31728
H20 -1.70964 2.74895 -0.25374
H21 -1.83067 0.43553 0.89065
H22 -2.36488 0.57977 -0.78617
H23 -1.24159 -1.35593 -0.99005
H24 1.08500 -1.77933 -0.69850
H25 1.18878 1.09577 -1.64693
H26 2.54115 -0.10961 -1.48053
H27 2.56248 0.56504 1.04606
H28 3.31438 1.63274 -0.12115
H29 1.65592 -3.29178 1.42234
H30 0.57454 -4.48850 2.09492
H31 1.21080 -3.22010 3.18033
O1 1.17506 1.53573 3.40450
S1 1.10396 0.19811 3.94899
O2 2.32310 -0.55007 4.12780
N1 -0.08538 -0.76289 3.14477
C16 -1.27017 -0.88529 3.82524
S2 -2.31540 -2.03523 3.03779
C17 -1.22007 -0.27363 5.10434
C18 -2.14893 -0.40597 6.16297
C19 -1.74715 -0.14303 7.46514
C20 -0.46441 0.34422 7.73624
C21 0.43974 0.56000 6.68778
C22 0.06720 0.21546 5.38849
H32 -3.14861 -0.75978 5.91206
H33 -2.42779 -0.34042 8.28451
H34 -0.18265 0.51448 8.77431
H35 1.42400 0.96452 6.91186

No. 2
Here is C22H35NO3P2SSn as an isolated structure from the Open Molecules 2025 dataset. Energies are from ωB97M-V/def2-TZVPD.

## Properties
Multiplicity: 1
HOMO (spin up / spin down) in Ha: -0.2267 / -0.2267
Energy relative to the best compared isomer or geometry (same formula, charge and spin) in eV: 8.1314
E_tot in eV: -66247.700
Net charge: 0

Geometry (Å):
P1 -1.15120 2.76755 0.06818
P2 -1.02772 -1.48960 0.91783
C1 -1.86899 1.11812 -0.60314
C2 -2.18467 0.14313 0.55653
H1 -1.10443 0.76201 -1.31832
H2 -2.76203 1.33442 -1.24527
H3 -2.16166 0.66366 1.54861
H4 -3.19217 -0.28248 0.40311
C3 -1.00053 -2.65175 -0.54118
H5 -1.03488 -3.68315 -0.13256
H6 -0.09727 -2.56358 -1.14307
H7 -1.90010 -2.49031 -1.14734
C4 -2.33512 -2.56675 1.61552
H8 -2.57180 -3.36157 0.89118
H9 -3.27389 -2.02739 1.80114
H10 -1.98111 -3.05619 2.52312
C5 0.24112 3.36157 -1.01332
H11 0.92764 4.01801 -0.44010
H12 -0.16052 3.89618 -1.88446
H13 0.95835 2.59057 -1.42087
C6 -2.36992 4.01930 -0.47326
H14 -3.34803 3.78741 -0.03246
H15 -2.46899 4.16400 -1.56134
H16 -2.02943 4.96545 -0.01925
Sn1 1.68553 0.71924 -1.95514
C7 -0.84991 -0.49795 -3.13754
C8 0.51909 -0.73274 -3.06935
C9 1.46090 -0.56307 -4.26400
C10 1.30763 0.81419 -4.90333
C11 1.02296 1.81928 -3.81386
C12 -0.22019 2.41530 -3.67801
C13 -1.55241 1.83355 -3.87653
C14 -1.60062 0.28883 -4.12624
C15 1.96675 0.94012 0.33171
H17 -1.47459 -1.00535 -2.40236
H18 0.96053 -1.37567 -2.25623
H19 1.36409 -1.35482 -5.01695
H20 2.48059 -0.65303 -3.82289
H21 2.26784 1.05145 -5.36710
H22 0.54358 0.82436 -5.68471
H23 1.92729 2.33856 -3.41150
H24 -0.24976 3.51657 -3.61830
H25 -2.09136 2.32535 -4.71942
H26 -2.18155 2.09471 -2.99217
H27 -2.66830 0.06518 -3.99144
H28 -1.36046 0.07024 -5.17850
H29 0.97632 0.72488 0.76463
H30 2.22498 1.99470 0.57490
H31 2.72578 0.24265 0.82329
O1 3.12274 -1.44970 2.11698
C16 2.24256 -1.68932 2.95631
N1 0.87680 -1.83800 2.67179
S1 -0.09551 -1.45805 3.92282
O2 -0.54437 -0.08199 3.85968
O3 -1.07469 -2.46956 4.26950
C17 1.22810 -1.63485 5.06192
C18 0.99831 -1.94128 6.38816
C19 2.06938 -2.45910 7.13268
C20 3.35797 -2.55889 6.57274
C21 3.53482 -2.17958 5.24037
C22 2.43192 -1.84968 4.43237
H32 -0.02303 -1.83601 6.74386
H33 1.88503 -2.80154 8.14360
H34 4.19908 -2.93632 7.17396
H35 4.50345 -2.13125 4.75502

No. 3
Here is C22H35NO3P2V as an isolated structure from the Open Molecules 2025 dataset. Energies are from ωB97M-V/def2-TZVPD.

## Properties
Multiplicity: 3
HOMO (spin up / spin down) in Ha: -0.3567 / -0.3566
E_tot in eV: -75270.917
Expectation value of S²: 2.026
Net charge: +1

Geometry (Å):
V1 0.06119 0.03943 0.00776
H1 -1.15542 -0.66243 1.03940
H2 -1.37028 0.18612 1.00095
P1 -0.07105 -2.24920 -0.47166
P2 -0.10544 2.24629 -0.50636
C1 1.36232 3.22419 -0.02492
H3 1.20732 4.28090 -0.27357
H4 1.52519 3.13393 1.05786
H5 2.23843 2.84454 -0.55916
C2 -0.40169 2.73125 -2.24615
H6 -1.35481 2.30403 -2.58440
H7 -0.42957 3.82483 -2.35459
H8 0.39227 2.31022 -2.87478
C3 -1.39675 3.21234 0.35149
H9 -1.20406 3.21074 1.42933
H10 -1.39360 4.25276 0.00621
H11 -2.37861 2.76413 0.17320
C4 -0.22356 -2.71175 -2.23667
H12 -0.28078 -3.80539 -2.33909
H13 -1.13221 -2.25164 -2.64875
H14 0.64832 -2.32946 -2.78432
C5 1.33719 -3.27887 0.09283
H15 1.45481 -3.19275 1.18249
H16 1.15571 -4.33030 -0.17627
H17 2.26141 -2.93096 -0.38703
C6 -1.47943 -3.15709 0.27419
H18 -2.42316 -2.71574 -0.06810
H19 -1.44761 -4.21457 -0.02271
H20 -1.43457 -3.08468 1.36826
C7 1.83280 -0.02433 0.84476
O1 2.96952 -0.17362 1.00936
H21 0.64795 0.04747 -1.41161
C8 4.00528 0.66415 5.41379
C9 3.11674 -0.38768 4.82551
C10 3.66909 -1.46509 4.13696
C11 2.88259 -2.47260 3.57678
C12 1.49738 -2.34952 3.63904
C13 0.91897 -1.21092 4.23447
N1 -0.47141 -1.11869 4.13868
C14 -1.42516 -0.09009 4.22016
C15 -2.69157 -0.44448 4.70567
C16 -3.69142 0.50081 4.90469
C17 -3.43447 1.81487 4.51052
C18 -2.19375 2.18229 3.95551
C19 -1.17232 1.25030 3.81235
C20 0.14474 1.64875 3.18438
O2 0.54666 2.82853 3.27048
O3 0.77315 0.72302 2.55804
C21 1.72705 -0.30147 4.95927
C22 1.15810 0.73550 5.88770
H22 3.79220 1.64176 4.97228
H23 3.85742 0.73719 6.49269
H24 5.05046 0.41918 5.22861
H25 4.75109 -1.53291 4.08000
H26 3.33352 -3.34744 3.08533
H27 0.84591 -3.11438 3.19445
H28 -0.90261 -2.02555 3.99749
H29 -2.88295 -1.48237 4.96773
H30 -4.65892 0.20535 5.31922
H31 -4.22216 2.56540 4.61657
H32 -1.98924 3.20709 3.64578
H33 1.35360 1.77155 5.54309
H34 0.07084 0.65180 6.02278
H35 1.64245 0.61836 6.87437

No. 4
Here is C22H35NO7P2RhSi2 as an isolated structure from the Open Molecules 2025 dataset. Energies are from ωB97M-V/def2-TZVPD.

## Properties
Multiplicity: 5
HOMO (spin up / spin down) in Ha: -0.1446 / -0.2270
Energy relative to the best compared isomer or geometry (same formula, charge and spin) in eV: 1.1130
E_tot in eV: -76553.592
Expectation value of S²: 6.010
Net charge: -1

Geometry (Å):
Rh1 -1.32257 1.04869 0.96647
C1 0.92617 1.67327 0.84626
Si1 1.25499 0.47601 -0.54398
C2 0.32407 -1.17736 -0.46830
N1 -1.12657 -1.22384 -0.20082
C3 -1.95825 -1.25230 -1.43480
C4 -2.44943 -2.65207 -1.82252
C5 -1.40748 -3.71906 -1.52223
C6 -1.09055 -3.72749 -0.01901
C7 -1.45795 -2.38770 0.62671
C8 2.96196 -0.21142 0.11623
C9 3.00415 -0.94159 1.30917
C10 4.19022 -1.39372 1.86667
C11 5.39763 -1.11963 1.23840
C12 5.39349 -0.38591 0.06363
C13 4.19422 0.05877 -0.48246
C14 1.76893 1.12214 -2.21889
C15 1.82284 2.47628 -2.52856
C16 2.26487 2.91311 -3.76776
C17 2.65014 1.99440 -4.73206
C18 2.59283 0.63786 -4.45005
C19 2.16425 0.21199 -3.20088
H1 1.08222 2.72582 0.62958
H2 1.25865 1.41106 1.84905
H3 0.81848 -1.73241 0.33179
H4 0.58163 -1.72897 -1.38419
H5 -1.36490 -0.82273 -2.23908
H6 -2.80513 -0.58041 -1.30040
H7 -2.70656 -2.63996 -2.88350
H8 -3.37528 -2.89287 -1.29056
H9 -0.50019 -3.50918 -2.09399
H10 -1.75323 -4.70125 -1.85162
H11 -0.03303 -3.94640 0.14244
H12 -1.64540 -4.52054 0.48938
H13 -0.96320 -2.27884 1.59410
H14 -2.53115 -2.33792 0.81981
H15 2.08196 -1.15945 1.84325
H16 4.17212 -1.95636 2.79259
H17 6.32958 -1.47251 1.66342
H18 6.32774 -0.15474 -0.43442
H19 4.23002 0.63509 -1.39831
H20 1.48361 3.21020 -1.80833
H21 2.27518 3.97144 -3.99255
H22 2.98050 2.33462 -5.70618
H23 2.88288 -0.08855 -5.19994
H24 2.14947 -0.85291 -2.99119
O1 -1.37814 3.60605 1.41064
P1 -2.63319 3.70495 0.35348
O2 -3.34752 4.97692 0.47474
O3 -3.24982 2.33075 0.57342
O4 -1.84999 3.62630 -1.06198
P2 -1.68074 2.32831 -2.03008
O5 -3.17649 1.77576 -2.10214
O6 -1.17839 2.71886 -3.34820
O7 -0.85530 1.31038 -1.22043
H25 -0.78580 4.36289 1.32817
H26 -3.56597 1.77884 -1.20548
C20 -3.51175 -1.09200 3.33203
Si2 -1.96425 -0.05004 3.07099
C21 -0.53533 -0.90705 3.96877
C22 -2.24012 1.58762 3.97455
H27 -3.70063 -1.18608 4.40701
H28 -3.41498 -2.09907 2.92702
H29 -4.38364 -0.62580 2.87403
H30 -0.81158 -1.06030 5.01829
H31 0.35900 -0.28187 3.95517
H32 -0.26094 -1.88249 3.56344
H33 -2.40665 1.36567 5.03577
H34 -3.11004 2.11181 3.58034
H35 -1.39168 2.26694 3.89808